Density functional theory data (ωB97M-V/def2-TZVPD) for C58H58BClF2N5O2P3Sr as an isolated structure at a distorted geometry.

Summary:
Total charge: 0
HOMO energy (eV): -6.39
Molar mass (g/mol): 1121.938
E (a.u.): -4408.880933
Frontier orbital gap (eV): 6.972

CARTESIAN COORDINATES (ANGSTROEM)
Sr1 -0.94624 -0.88970 -0.35099
N1 -1.69114 2.02709 -2.92984
P1 -1.67785 0.38931 -3.38794
C1 -3.28723 0.06599 -4.15527
C2 -3.70651 0.65669 -5.35120
C3 -4.97663 0.41670 -5.84329
C4 -5.84438 -0.42083 -5.14482
C5 -5.43826 -1.00961 -3.96033
C6 -4.16075 -0.76472 -3.46311
C7 -0.53909 0.45178 -4.81647
C8 0.61161 1.23629 -4.74468
C9 1.56017 1.19601 -5.75873
C10 1.37323 0.36692 -6.85519
C11 0.23316 -0.42343 -6.93088
C12 -0.71351 -0.38328 -5.91839
C13 -1.95166 2.45652 -1.63478
C14 -1.82214 3.81822 -1.33331
C15 -2.08151 4.23605 -0.05370
C16 -2.46088 3.29834 0.90497
C17 -2.54031 1.98585 0.50564
N2 -2.30061 1.54617 -0.74411
H1 -1.57058 2.75393 -3.62290
H2 -3.03491 1.30509 -5.90336
H3 -5.29441 0.87727 -6.76960
H4 -6.83616 -0.61330 -5.53385
H5 -6.10374 -1.66484 -3.41416
H6 -3.85868 -1.24153 -2.54254
H7 0.78821 1.86642 -3.88055
H8 2.44737 1.81127 -5.68586
H9 2.10908 0.33684 -7.64781
H10 0.07827 -1.07498 -7.78063
H11 -1.59218 -1.01275 -5.98994
H12 -1.51113 4.51276 -2.10341
H13 -1.97918 5.28302 0.20399
H14 -2.66143 3.56352 1.93215
H15 -2.80032 1.22781 1.23010
Cl1 0.15682 -2.55344 -3.43914
C18 1.27185 -3.90194 -3.45186
C19 1.29779 -4.68020 -4.59541
C20 2.19942 -5.73099 -4.66713
C21 3.06216 -5.97715 -3.60876
C22 3.01537 -5.17795 -2.47534
C23 2.11011 -4.12274 -2.36429
P2 1.96440 -3.06280 -0.87513
C24 2.96265 -1.59593 -1.34001
C25 3.41262 -1.35874 -2.63467
C26 4.02559 -0.15428 -2.96000
C27 4.19451 0.83042 -1.99790
C28 3.74419 0.60695 -0.70216
C29 3.12675 -0.59236 -0.38319
C30 2.98955 -3.98639 0.32209
C31 4.24513 -3.57945 0.75196
C32 4.94624 -4.32254 1.69891
C33 4.40672 -5.49493 2.20112
C34 3.15436 -5.91943 1.76527
C35 2.44560 -5.16106 0.84828
H16 0.62198 -4.45838 -5.40850
H17 2.22772 -6.35111 -5.55312
H18 3.77151 -6.79111 -3.66662
H19 3.69259 -5.38418 -1.65596
H20 3.29446 -2.10949 -3.40723
H21 4.36401 0.01064 -3.97465
H22 4.66556 1.76886 -2.25826
H23 3.84980 1.37129 0.05593
H24 2.75108 -0.73830 0.62254
H25 4.68535 -2.67390 0.35389
H26 5.91834 -3.98325 2.03011
H27 4.95684 -6.07796 2.92795
H28 2.72854 -6.84114 2.14219
H29 1.46237 -5.49416 0.53176
C36 1.88111 7.31021 1.69979
C37 1.60311 6.65412 3.05193
C38 0.56631 7.50549 3.79487
C39 2.90600 6.64139 3.86063
C40 1.08990 5.21817 2.89610
C41 0.59393 4.53946 4.01507
C42 0.13459 3.22200 3.94739
C43 0.18381 2.60441 2.71920
O1 -0.20050 1.34123 2.37709
B1 0.03130 1.16007 0.93744
O2 0.62085 2.43308 0.53236
C44 0.67658 3.25116 1.61372
C45 1.13527 4.54989 1.66508
H30 2.18132 8.34874 1.85191
H31 0.99785 7.30700 1.05795
H32 2.68934 6.81092 1.16369
H33 0.87380 8.55346 3.78950
H34 0.45853 7.19818 4.83539
H35 -0.41573 7.43337 3.32432
H36 3.27431 7.65869 4.01351
H37 3.67997 6.07268 3.34206
H38 2.75521 6.18467 4.83992
H39 0.56726 5.04518 4.97152
H40 -0.24485 2.71341 4.82365
H41 1.50470 5.02010 0.76655
F1 -3.86300 -2.80779 -0.95797
C46 -2.44924 -2.95040 -1.30076
F2 -2.05744 -3.98722 -0.38295
H42 -2.55981 -3.51258 -2.23901
C47 -4.52028 -2.83778 1.83395
P3 -3.01415 -1.84153 1.97024
C48 -2.09639 -2.66523 3.31263
C49 -3.66777 -0.37440 2.86150
C50 -4.77492 0.30363 2.34100
C51 -5.26167 1.45022 2.95078
C52 -4.63256 1.95910 4.08043
C53 -3.52386 1.30649 4.59747
C54 -3.05061 0.14611 3.99652
H43 -4.99656 -2.93167 2.81189
H44 -4.25327 -3.81695 1.43690
H45 -5.20829 -2.38576 1.12465
H46 -2.65790 -2.67851 4.24973
H47 -1.13955 -2.18051 3.48031
H48 -1.90179 -3.69457 3.00259
H49 -5.26657 -0.05683 1.44532
H50 -6.12207 1.95477 2.53092
H51 -5.00103 2.86046 4.55281
H52 -3.02059 1.69903 5.47185
H53 -2.17542 -0.33637 4.40891
N3 1.96481 -4.61897 4.66418
C55 2.00219 -3.35926 4.10833
C56 1.27093 -3.07519 2.94017
N4 1.25417 -1.87671 2.40324
C57 1.96398 -0.92122 3.02556
C58 2.67841 -1.21118 4.16608
N5 2.71052 -2.42799 4.71875
H54 1.73019 -5.38542 4.05796
H55 2.66380 -4.80442 5.36266
H56 0.69811 -3.85692 2.45379
H57 1.94196 0.07347 2.61063
H58 3.25006 -0.43468 4.66039

Löwdin atomic charge list, values in e, 4 entries: 1.008, -0.125, 0.993, -0.359